{"formula": "C4H7NO", "method": "ωB97M-V/def2-TZVPD", "elements": ["C", "C", "N", "C", "C", "O", "H", "H", "H", "H", "H", "H", "H"], "coordinates": [[0.6072, -1.4504, 1.3507], [0.5509, -0.1953, 0.9216], [-0.0613, 0.2015, -0.2851], [-0.9588, 1.3484, -0.2800], [0.2976, -0.3412, -1.4899], [-0.1409, 0.0306, -2.5582], [1.1538, -1.6933, 2.2541], [0.1037, -2.2578, 0.8287], [0.9983, 0.6194, 1.4907], [-1.4669, 1.3884, 0.6858], [-1.6975, 1.2176, -1.0731], [-0.4225, 2.2890, -0.4559], [1.0364, -1.1569, -1.3893]], "orbital_gap_ev": 10.186, "smiles": "C=CN(C)C=O"}



{"formula": "AlH10O5", "method": "ωB97M-V/def2-TZVPD", "elements": ["Al", "O", "H", "H", "O", "H", "H", "O", "H", "H", "O", "H", "H", "O", "H", "H"], "coordinates": [[-0.4614, -0.1656, -0.4507], [-2.6321, -1.1963, 4.4414], [-2.6763, -0.6110, 5.1975], [-3.1856, -1.9396, 4.6807], [3.2712, -3.7274, -2.2976], [3.3823, -4.0899, -3.1765], [4.1610, -3.6611, -1.9511], [0.3977, 5.1201, -1.2516], [0.4256, 5.6582, -2.0427], [0.2487, 5.7447, -0.5417], [-5.7089, -1.9936, -0.9300], [-6.0350, -2.6717, -1.5217], [-6.4445, -1.8110, -0.3455], [4.7226, 1.6485, 0.0076], [5.5367, 1.2975, -0.3534], [4.9978, 2.3982, 0.5353]], "orbital_gap_ev": 1.499, "charge": 3}



{"formula": "C50H60N9O8S4SbV", "method": "ωB97M-V/def2-TZVPD", "elements": ["V", "S", "C", "C", "C", "C", "C", "C", "N", "C", "C", "C", "C", "C", "C", "C", "C", "N", "C", "C", "C", "C", "C", "S", "C", "H", "H", "H", "H", "H", "H", "H", "H", "H", "H", "H", "H", "O", "C", "O", "C", "C", "N", "N", "C", "C", "O", "O", "H", "H", "H", "C", "N", "C", "N", "C", "N", "C", "N", "C", "C", "H", "H", "H", "H", "H", "H", "H", "H", "H", "H", "H", "H", "C", "C", "C", "Sb", "C", "C", "C", "C", "C", "C", "H", "H", "H", "H", "H", "H", "H", "H", "H", "H", "H", "H", "H", "H", "H", "H", "H", "H", "H", "H", "H", "S", "C", "C", "C", "C", "C", "C", "C", "S", "O", "O", "N", "C", "C", "C", "O", "O", "H", "H", "H", "H", "H", "H", "H", "H", "H", "H", "H", "H"], "coordinates": [[0.0711, 0.5445, 0.9833], [2.4953, 4.8589, -1.8711], [2.6098, 6.2662, -2.8648], [1.5587, 7.1100, -2.6821], [0.6403, 6.6330, -1.7317], [0.9928, 5.4192, -1.1887], [0.2980, 4.6440, -0.1948], [0.5713, 3.2720, -0.0548], [-0.0332, 2.4788, 0.8232], [-0.9578, 3.0412, 1.6522], [-1.3061, 4.4262, 1.5924], [-2.2714, 4.9014, 2.5036], [-2.8509, 4.0752, 3.4318], [-2.5334, 2.6979, 3.4991], [-3.0895, 1.8139, 4.4263], [-2.6988, 0.4591, 4.3901], [-1.7983, 0.0610, 3.3943], [-1.2482, 0.8631, 2.4940], [-1.5872, 2.1855, 2.5644], [-3.2285, -0.5072, 5.3094], [-4.3170, -0.3920, 6.1492], [-4.5515, -1.5349, 6.9310], [-3.6424, -2.5230, 6.7086], [-2.4696, -2.0687, 5.5224], [-0.6687, 5.2242, 0.6339], [3.4477, 6.3885, -3.5211], [1.4469, 8.0438, -3.2065], [-0.2698, 7.1492, -1.4801], [1.2775, 2.8015, -0.7286], [-2.5454, 5.9490, 2.4599], [-3.5725, 4.4697, 4.1361], [-3.7949, 2.1759, 5.1595], [-1.5542, -0.9879, 3.3245], [-4.9447, 0.4815, 6.1790], [-5.3713, -1.6281, 7.6255], [-3.6016, -3.4991, 7.1509], [-0.9130, 6.2741, 0.5551], [5.4717, 1.6110, 4.2872], [5.1828, 1.0582, 3.0545], [6.0606, 0.9696, 2.2427], [3.7968, 0.6093, 2.9477], [3.0896, 0.0095, 3.9874], [1.8272, -0.2024, 3.5914], [1.6804, 0.2314, 2.3434], [2.8369, 0.6931, 1.8951], [2.8322, 0.9228, 0.4176], [3.8421, 1.2132, -0.2224], [1.6856, 0.6850, -0.0816], [4.6765, 1.6458, 4.8339], [3.4354, -0.3118, 4.9535], [1.1924, -1.0730, 3.8084], [2.5402, -2.0677, -1.1432], [3.3114, -3.0172, -1.9530], [2.5920, -4.2797, -1.9838], [2.3808, -4.8286, -0.6470], [1.6340, -3.8232, 0.1223], [2.3405, -2.5611, 0.2076], [3.6327, -2.7800, 0.8253], [4.4345, -3.7532, 0.0715], [4.5886, -3.2288, -1.2861], [3.6827, -4.9979, -0.0151], [1.5620, -1.9110, -1.6015], [3.0755, -1.1196, -1.1167], [3.1671, -5.0005, -2.5801], [1.6169, -4.1144, -2.4508], [1.4699, -4.2139, 1.1285], [0.6703, -3.6495, -0.3631], [3.4836, -3.1591, 1.8420], [4.1868, -1.8376, 0.8630], [5.1804, -3.9468, -1.8733], [5.1178, -2.2743, -1.2328], [3.5365, -5.3959, 0.9957], [4.2717, -5.7188, -0.5947], [-1.0947, 2.9941, -3.0036], [-0.5787, 2.0166, -4.0464], [-0.0415, 2.7419, -5.2687], [0.9070, 0.6529, -3.0278], [0.1650, -1.1730, -4.1131], [-1.1428, -1.6448, -3.5082], [0.0276, -0.9831, -5.6138], [2.6462, 0.9000, -4.4687], [3.5096, 2.0412, -3.9649], [3.4434, -0.3916, -4.4927], [-1.9576, 3.5508, -3.3769], [-0.3220, 3.7126, -2.7442], [-1.3854, 2.4591, -2.0995], [-1.4039, 1.3674, -4.3464], [0.8171, 3.3548, -5.0012], [-0.8079, 3.3984, -5.6950], [0.2653, 2.0315, -6.0339], [0.9354, -1.9256, -3.9210], [-1.9245, -0.9057, -3.6687], [-1.0504, -1.7727, -2.4320], [-1.4569, -2.5925, -3.9533], [-0.7383, -0.2439, -5.8385], [-0.2609, -1.9237, -6.0917], [0.9653, -0.6548, -6.0560], [2.2901, 1.1232, -5.4766], [3.8368, 1.8412, -2.9459], [2.9522, 2.9748, -3.9613], [4.3926, 2.1765, -4.5974], [3.7242, -0.6837, -3.4829], [4.3602, -0.2707, -5.0774], [2.8722, -1.2070, -4.9312], [-1.2051, 0.1772, -0.6402], [-4.2772, 1.9093, 0.1263], [-4.3518, 0.4214, 0.2347], [-4.2453, -0.3684, -0.9058], [-4.2460, -1.7487, -0.8129], [-4.3514, -2.3321, 0.4336], [-4.4532, -1.5749, 1.5829], [-4.4626, -0.1948, 1.4765], [-4.3637, -4.0985, 0.5992], [-4.0453, -4.7356, -0.6581], [-5.5901, -4.5438, 1.2236], [-3.1770, -4.3601, 1.7446], [-1.8136, -4.0424, 1.3642], [-0.9358, -3.8718, 2.6032], [-0.1017, -2.5560, 2.6206], [0.5253, -2.3898, 3.7055], [-0.1398, -1.8017, 1.6480], [-4.6568, 2.2498, -0.8346], [-3.2259, 2.1989, 0.1938], [-4.8184, 2.4006, 0.9322], [-4.1331, 0.1044, -1.8678], [-4.1400, -2.3811, -1.6795], [-4.5108, -2.0741, 2.5386], [-4.5372, 0.4101, 2.3670], [-3.2885, -5.2771, 2.1513], [-1.8497, -3.0892, 0.8245], [-1.4066, -4.8050, 0.6865], [-0.2478, -4.7104, 2.7392], [-1.5708, -3.8308, 3.4925]], "orbital_gap_ev": [4.312, 5.561], "multiplicity": 4, "s_squared": 3.816, "charge": -2}



{"formula": "C28H25N9O9Re", "method": "ωB97M-V/def2-TZVPD", "elements": ["Re", "C", "C", "C", "C", "N", "C", "C", "C", "C", "C", "C", "N", "C", "C", "C", "C", "C", "N", "H", "H", "H", "H", "H", "H", "H", "H", "H", "H", "H", "O", "C", "O", "C", "C", "C", "C", "C", "C", "O", "N", "O", "O", "N", "O", "O", "H", "H", "C", "C", "N", "O", "H", "H", "H", "H", "H", "C", "N", "C", "C", "O", "N", "C", "N", "H", "H", "H", "H", "H", "H", "H"], "coordinates": [[-0.0719, 0.1690, -0.0512], [-2.8882, -1.2856, -3.1018], [-3.7224, -2.1111, -2.3717], [-3.3653, -2.4464, -1.0734], [-2.2056, -1.9189, -0.5479], [-1.4237, -1.0539, -1.2385], [-1.7532, -0.7678, -2.5007], [-1.5899, -2.3258, 0.7182], [-1.9770, -3.3425, 1.5680], [-1.1179, -3.6991, 2.5981], [0.1273, -3.0961, 2.7067], [0.4526, -2.0867, 1.8170], [-0.4345, -1.6767, 0.8993], [1.7691, -1.4443, 1.6675], [2.8969, -1.8048, 2.3816], [4.1094, -1.2116, 2.0678], [4.1616, -0.2739, 1.0484], [2.9952, 0.0555, 0.3886], [1.8190, -0.5150, 0.6848], [-3.1008, -1.0408, -4.1325], [-4.6237, -2.5156, -2.8120], [-3.9717, -3.1241, -0.4898], [-1.0732, -0.1298, -3.0388], [-2.9130, -3.8611, 1.4204], [-1.3968, -4.4862, 3.2852], [0.8324, -3.4262, 3.4551], [2.8391, -2.5554, 3.1563], [5.0052, -1.4868, 2.6079], [5.0891, 0.2013, 0.7636], [2.9871, 0.7951, -0.3983], [2.3298, 0.2300, -3.3360], [1.7035, 0.7526, -2.4602], [0.7318, 0.0466, -1.8280], [1.8809, 2.1843, -2.0895], [2.6837, 2.9707, -2.9182], [2.8457, 4.3080, -2.6416], [2.2032, 4.9234, -1.5786], [1.3869, 4.1467, -0.7926], [1.2468, 2.7586, -0.9783], [0.5516, 2.0802, -0.0989], [0.6352, 4.7945, 0.2910], [1.2364, 5.5596, 1.0075], [-0.5321, 4.4658, 0.4383], [3.7199, 5.1257, -3.5071], [4.2565, 4.5614, -4.4327], [3.8163, 6.3003, -3.2291], [3.1785, 2.5224, -3.7694], [2.3317, 5.9804, -1.3891], [1.2920, 2.3563, 2.8106], [0.0595, 1.5139, 2.8145], [-0.7559, 1.5964, 3.8491], [-0.2641, 0.6981, 1.9090], [1.8682, 2.1486, 3.7136], [1.0120, 3.4114, 2.8265], [1.8934, 2.1638, 1.9312], [-0.5682, 2.2198, 4.6181], [-1.6132, 1.0602, 3.8436], [-4.0032, 4.0751, -1.1252], [-3.3896, 2.9149, -0.4992], [-3.9131, 2.2356, 0.6676], [-2.9432, 1.0790, 0.8137], [-3.0229, 0.1748, 1.6092], [-1.9311, 1.2456, -0.1259], [-2.2690, 2.3197, -0.8846], [-1.5923, 2.7033, -1.9643], [-5.0665, 4.0690, -0.8996], [-3.8966, 4.0194, -2.2080], [-3.5651, 5.0019, -0.7535], [-4.9336, 1.8825, 0.5174], [-3.8816, 2.8659, 1.5595], [-0.7056, 2.2739, -2.1669], [-1.7550, 3.6129, -2.3632]], "orbital_gap_ev": [7.580, 6.459], "multiplicity": 2, "s_squared": 0.754, "charge": 2}



{"formula": "C5H4", "method": "ωB97M-V/def2-TZVPD", "elements": ["C", "C", "C", "C", "C", "H", "H", "H", "H"], "coordinates": [[-0.6318, 0.7677, -0.8150], [0.6950, -0.0575, 0.8763], [0.1376, -1.2112, 0.1267], [0.6397, -0.0010, -0.5877], [-0.7122, -0.0332, 0.4528], [-0.5771, 1.8470, -0.7104], [-1.2662, 0.4603, -1.6421], [1.5867, 0.4988, 2.2066], [0.1283, -2.2709, 0.0929]], "orbital_gap_ev": 10.288}



{"formula": "C35H40BFeN12OP", "method": "ωB97M-V/def2-TZVPD", "elements": ["Fe", "O", "N", "C", "C", "C", "C", "C", "C", "C", "P", "C", "C", "C", "C", "C", "C", "C", "C", "C", "C", "C", "C", "H", "H", "H", "H", "H", "H", "H", "H", "H", "H", "H", "H", "H", "H", "H", "H", "B", "N", "C", "C", "C", "N", "N", "C", "C", "C", "N", "H", "H", "H", "H", "H", "H", "H", "H", "N", "C", "N", "C", "N", "C", "C", "N", "C", "C", "N", "H", "H", "H", "H", "H", "N", "C", "C", "N", "C", "C", "H", "H", "H", "H", "H", "H", "H", "H", "H", "H", "H"], "coordinates": [[0.3853, 0.1459, -0.2036], [-1.9693, -1.7638, -0.1027], [-1.7910, -0.4281, -0.5141], [-2.9422, 0.1061, -0.6804], [-3.3303, 1.4575, -1.0671], [-4.7037, 1.5912, -1.3200], [-5.2506, 2.8090, -1.6788], [-4.4290, 3.9218, -1.7752], [-3.0715, 3.8023, -1.5215], [-2.5018, 2.5823, -1.1724], [-0.6973, 2.4799, -0.9375], [-0.3490, 3.8476, 0.1995], [-1.2772, 4.2214, 1.1706], [-0.9681, 5.2124, 2.0882], [0.2723, 5.8326, 2.0510], [1.2073, 5.4484, 1.1017], [0.9018, 4.4571, 0.1836], [-0.1341, 3.0161, -2.5847], [-0.1017, 2.0385, -3.5746], [0.2232, 2.3639, -4.8801], [0.5337, 3.6761, -5.2069], [0.4985, 4.6587, -4.2294], [0.1576, 4.3350, -2.9247], [-1.0916, -2.1353, -0.2928], [-3.7841, -0.5689, -0.5333], [-5.3457, 0.7241, -1.2351], [-6.3096, 2.8897, -1.8768], [-4.8417, 4.8830, -2.0493], [-2.4390, 4.6772, -1.6040], [-2.2547, 3.7562, 1.2041], [-1.7013, 5.5073, 2.8263], [0.5084, 6.6150, 2.7588], [2.1791, 5.9224, 1.0691], [1.6469, 4.1628, -0.5421], [-0.3497, 1.0112, -3.3256], [0.2403, 1.5971, -5.6427], [0.7989, 3.9328, -6.2230], [0.7304, 5.6837, -4.4831], [0.1199, 5.1155, -2.1786], [3.4153, 1.9913, 0.3699], [3.1097, 1.3069, -1.0067], [4.0107, 1.3627, -1.9902], [3.5615, 0.6118, -3.0632], [2.3438, 0.1158, -2.6316], [2.0667, 0.5389, -1.3879], [2.2759, 1.8779, 1.4453], [2.3910, 2.4789, 2.6323], [1.2425, 2.2488, 3.3748], [0.4555, 1.4741, 2.5365], [1.0895, 1.2512, 1.3774], [4.3967, 1.4724, 0.8340], [3.5944, 3.1570, 0.1627], [4.9175, 1.9261, -1.8585], [4.0469, 0.4615, -4.0093], [1.6436, -0.4972, -3.1711], [3.2759, 3.0457, 2.8632], [1.0107, 2.6202, 4.3557], [-0.5380, 1.0838, 2.6844], [0.8571, -3.4645, -2.9562], [0.0214, -2.5302, -2.5050], [0.4878, -2.0426, -1.3658], [1.6404, -2.7455, -1.1732], [1.8955, -3.6178, -2.1185], [2.5296, -2.4753, -0.0428], [3.7311, -3.1581, 0.1213], [4.5793, -2.8397, 1.0878], [4.2364, -1.8303, 1.8740], [3.0288, -1.1547, 1.7283], [2.1604, -1.4820, 0.7770], [0.7945, -4.0225, -3.7942], [-0.8850, -2.2326, -3.0054], [4.0036, -3.9652, -0.5466], [4.9392, -1.5364, 2.6428], [2.7725, -0.3301, 2.3797], [-1.0546, -3.5268, 4.8644], [-1.9381, -3.5904, 3.6454], [-2.0007, -2.2045, 3.0089], [-0.6966, -1.6496, 2.6961], [0.1479, -1.6247, 3.8752], [0.3124, -2.9928, 4.5273], [-0.9828, -4.4458, 5.3034], [-1.4888, -2.9094, 5.5554], [-2.9144, -3.9529, 3.9637], [-1.4820, -4.3248, 2.9804], [-2.5058, -1.5156, 3.6950], [-2.6013, -2.2567, 2.1024], [-0.2452, -2.1753, 1.9539], [-0.2951, -0.9290, 4.5969], [1.1287, -1.2217, 3.6284], [0.8946, -2.9612, 5.4471], [0.7591, -3.7163, 3.8439]], "orbital_gap_ev": [7.705, 7.782], "multiplicity": 5, "s_squared": 6.011, "charge": 2}



Maximum force for every record listed, in sequence, given in eV Å⁻¹: 0.29, 1.01, 3.25, 0.64, 5.28, 0.49.